Record 1
The following is a DFT calculation (wB97M-V/def2-TZVPD) of a 9-piece molecular cluster, C54H93ClF9N11O4S overall in a non-equilibrium geometry.

SMILES string: CCCN[C@]1(CCC(F)(F)C(F)(F)S(F)(F)(F)(F)F)C(=O)O[C@](N)(Cl)[C@@]1(CCCCCOCC)CC(=O)N(C)C.CCCC#N.CCCC#N.CCCC#N.CCCC#N.CCCC#N.CCCC#N.CCCC#N.CCCC#N
E_tot, eV: -129899.7774
F_max, Eh/bohr: 0.0253
E_LUMO, hartree: 0.0149

The geometry in ORCA input format:
```
! wB97M-V def2-TZVPD RIJCOSX def2/J DEFGRID3
* xyz 0 1
C 4.67 2.66 4.71
C 4.01 2.74 3.32
C 2.66 2.00 3.30
N 2.32 1.28 2.08
C 2.43 -0.18 2.09
C 3.92 -0.60 2.14
C 4.61 -0.65 0.76
C 6.07 -0.20 0.76
F 6.63 -0.24 1.99
F 6.78 -1.06 -0.02
C 6.24 1.19 0.08
F 5.24 2.02 0.41
F 6.14 1.00 -1.22
S 7.88 2.11 0.44
F 8.66 0.75 0.63
F 7.53 2.19 1.98
F 7.16 3.51 0.19
F 8.27 2.09 -1.10
F 9.23 2.90 0.72
C 1.69 -0.56 0.77
O 1.78 -0.04 -0.30
O 0.77 -1.57 0.98
C 1.17 -2.17 2.20
N 2.33 -2.95 1.81
Cl -0.02 -3.34 2.86
C 1.47 -0.93 3.09
C 0.25 0.00 3.30
C -1.12 -0.59 3.71
C -2.09 -0.80 2.53
C -2.59 0.54 1.97
C -2.89 0.53 0.45
O -2.70 1.81 -0.13
C -1.35 2.08 -0.49
C -0.90 1.32 -1.72
C 2.19 -1.32 4.40
C 1.36 -1.77 5.58
O 1.35 -2.94 5.92
N 0.63 -0.79 6.25
C -0.22 -1.36 7.30
C 1.49 0.31 6.75
H 4.72 1.61 5.02
H 4.16 3.27 5.45
H 5.71 3.00 4.63
H 4.72 2.29 2.63
H 3.85 3.79 3.06
H 2.62 1.34 4.17
H 1.88 2.75 3.47
H 2.77 1.67 1.26
H 4.02 -1.59 2.55
H 4.45 0.05 2.85
H 4.08 -0.09 -0.01
H 4.61 -1.69 0.43
H 2.57 -3.65 2.50
H 2.14 -3.37 0.91
H 0.09 0.64 2.43
H 0.55 0.68 4.10
H -1.06 -1.47 4.33
H -1.60 0.17 4.33
H -2.96 -1.30 2.97
H -1.69 -1.46 1.77
H -1.90 1.36 2.16
H -3.52 0.81 2.48
H -3.96 0.32 0.32
H -2.30 -0.24 -0.05
H -1.32 3.15 -0.72
H -0.68 1.92 0.37
H -1.62 1.41 -2.52
H 0.05 1.72 -2.08
H -0.73 0.27 -1.47
H 2.85 -0.52 4.74
H 2.84 -2.16 4.18
H -0.77 -0.55 7.78
H 0.35 -1.88 8.07
H -0.97 -2.02 6.86
H 1.47 1.15 6.05
H 2.53 -0.01 6.86
H 1.11 0.67 7.71
C -5.30 1.16 -2.84
C -5.63 2.56 -2.35
C -5.06 3.66 -3.26
C -3.60 3.57 -3.31
N -2.45 3.46 -3.36
H -4.23 0.98 -2.86
H -5.75 0.41 -2.19
H -5.68 1.00 -3.86
H -5.24 2.69 -1.34
H -6.72 2.69 -2.29
H -5.32 4.64 -2.88
H -5.45 3.57 -4.27
C -2.19 -4.39 11.60
C -3.23 -4.90 10.62
C -2.89 -4.59 9.16
C -2.79 -3.15 8.93
N -2.70 -2.02 8.75
H -2.11 -3.30 11.56
H -2.46 -4.66 12.62
H -1.21 -4.81 11.38
H -4.21 -4.47 10.86
H -3.33 -5.99 10.72
H -3.65 -4.99 8.49
H -1.93 -5.04 8.88
C 6.62 -4.15 7.62
C 5.88 -4.67 6.39
C 5.91 -3.68 5.22
C 5.28 -2.42 5.58
N 4.74 -1.44 5.86
H 6.16 -3.24 8.00
H 6.60 -4.89 8.42
H 7.67 -3.93 7.39
H 4.85 -4.88 6.65
H 6.33 -5.61 6.06
H 5.39 -4.10 4.36
H 6.94 -3.48 4.91
C -5.37 -1.05 -6.84
C -3.95 -0.89 -7.37
C -2.91 -1.60 -6.50
C -2.91 -1.07 -5.14
N -2.93 -0.59 -4.09
H -5.49 -0.60 -5.86
H -6.08 -0.55 -7.51
H -5.65 -2.10 -6.77
H -3.71 0.17 -7.43
H -3.89 -1.30 -8.38
H -1.91 -1.48 -6.91
H -3.13 -2.67 -6.45
C 0.55 -2.87 -9.90
C -0.08 -3.87 -8.94
C -1.32 -4.56 -9.51
C -2.37 -3.58 -9.83
N -3.17 -2.80 -10.09
H -0.14 -2.06 -10.13
H 1.44 -2.43 -9.46
H 0.83 -3.36 -10.84
H -0.35 -3.36 -8.01
H 0.65 -4.64 -8.68
H -1.73 -5.27 -8.80
H -1.07 -5.10 -10.42
C 9.81 6.31 3.46
C 9.22 6.01 2.09
C 9.47 7.13 1.07
C 8.87 8.40 1.51
N 8.39 9.39 1.85
H 9.36 7.20 3.91
H 9.64 5.48 4.14
H 10.89 6.48 3.40
H 8.15 5.84 2.19
H 9.65 5.09 1.70
H 9.04 6.87 0.11
H 10.54 7.29 0.94
C -9.28 -2.41 -4.93
C -10.12 -1.15 -4.84
C -10.52 -0.60 -6.22
C -9.33 -0.25 -7.00
N -8.37 0.03 -7.57
H -8.33 -2.22 -5.44
H -9.04 -2.79 -3.94
H -9.80 -3.20 -5.48
H -9.58 -0.38 -4.29
H -11.04 -1.36 -4.28
H -11.13 0.30 -6.11
H -11.09 -1.34 -6.78
C -6.13 4.53 -10.62
C -5.95 3.04 -10.86
C -6.30 2.19 -9.63
C -5.44 2.53 -8.49
N -4.77 2.83 -7.61
H -5.46 4.89 -9.83
H -5.90 5.10 -11.52
H -7.15 4.76 -10.33
H -4.91 2.84 -11.15
H -6.58 2.73 -11.69
H -6.17 1.13 -9.85
H -7.34 2.35 -9.34
*
```

Record 2
The following is a DFT calculation (wB97M-V/def2-TZVPD) of a 8-piece molecular cluster, C55H121F2N7O7S2 overall in a non-equilibrium geometry.

E_tot, eV: -110827.1274
F_max, Eh/bohr: 0.1668
ΔE to the lowest compared entry with this formula, charge and spin, kcal per mole: 106.8
E_LUMO, hartree: -0.2073

The geometry in ORCA input format:
```
! wB97M-V def2-TZVPD RIJCOSX def2/J DEFGRID3
* xyz 4 1
N 0.46 2.58 -0.99
S 1.91 2.68 -1.31
O 2.30 2.50 -2.69
O 2.84 2.27 -0.28
F 1.95 4.27 -1.20
S 0.46 0.86 -1.13
O 0.51 0.09 0.12
O 0.88 0.24 -2.39
F -1.15 0.90 -1.37
C -2.59 4.96 -6.74
C -3.87 4.20 -6.69
C -3.75 2.74 -6.94
N -5.10 1.95 -7.22
C -4.79 0.45 -6.91
C -5.87 -0.50 -7.48
C -6.10 -0.34 -9.00
C -6.54 1.11 -9.28
C -5.55 2.18 -8.71
C -6.34 2.44 -6.32
H -2.23 5.01 -7.77
H -1.82 4.44 -6.16
H -2.66 5.97 -6.33
H -4.46 4.77 -7.41
H -4.30 4.46 -5.72
H -3.25 2.39 -6.03
H -3.19 2.32 -7.78
H -3.81 0.20 -7.32
H -4.70 0.32 -5.83
H -5.43 -1.49 -7.39
H -6.83 -0.41 -6.98
H -5.15 -0.57 -9.47
H -6.75 -1.09 -9.45
H -6.71 1.41 -10.31
H -7.50 1.25 -8.76
H -4.69 1.99 -9.36
H -5.64 3.24 -8.94
H -6.00 2.35 -5.28
H -7.16 1.79 -6.64
H -6.49 3.49 -6.56
C 0.13 -5.52 -9.43
C 1.37 -5.21 -8.55
C 2.51 -4.72 -9.48
N 3.86 -4.49 -8.74
C 3.62 -3.85 -7.34
C 4.90 -3.16 -6.77
C 5.58 -2.26 -7.83
C 5.95 -3.02 -9.05
C 4.67 -3.67 -9.73
C 4.57 -5.88 -8.61
H -0.32 -4.60 -9.80
H -0.61 -6.00 -8.78
H 0.30 -6.21 -10.25
H 1.62 -6.22 -8.21
H 1.19 -4.73 -7.59
H 2.16 -3.73 -9.77
H 2.62 -5.36 -10.35
H 2.84 -3.14 -7.60
H 3.21 -4.67 -6.74
H 4.57 -2.57 -5.92
H 5.59 -3.91 -6.38
H 4.86 -1.48 -8.08
H 6.50 -1.82 -7.45
H 6.45 -2.30 -9.71
H 6.61 -3.87 -8.88
H 4.10 -2.82 -10.11
H 5.03 -4.21 -10.61
H 5.55 -5.69 -8.17
H 4.57 -6.42 -9.56
H 3.97 -6.43 -7.89
C -6.63 -6.78 6.90
C -5.37 -5.95 7.19
C -5.69 -4.50 7.32
N -4.41 -3.60 7.47
C -4.95 -2.16 7.61
C -5.59 -1.81 9.00
C -4.63 -2.24 10.08
C -4.31 -3.72 10.00
C -3.49 -3.94 8.72
C -3.50 -3.61 6.17
H -6.43 -7.83 6.70
H -7.32 -6.51 6.10
H -7.29 -6.77 7.77
H -4.61 -6.19 6.44
H -5.00 -6.45 8.08
H -6.38 -4.36 8.15
H -6.21 -4.08 6.46
H -5.66 -1.94 6.81
H -4.13 -1.44 7.54
H -6.59 -2.20 9.18
H -5.78 -0.74 9.05
H -5.13 -2.21 11.05
H -3.70 -1.68 10.13
H -5.21 -4.34 10.01
H -3.86 -3.99 10.95
H -3.25 -5.00 8.55
H -2.55 -3.40 8.63
H -2.68 -2.90 6.31
H -4.00 -3.40 5.23
H -3.08 -4.61 6.05
C -3.75 8.23 5.32
C -3.35 7.83 3.94
C -4.39 8.38 2.93
N -4.10 8.05 1.42
C -5.16 8.85 0.62
C -4.85 10.35 0.44
C -3.39 10.60 0.02
C -2.43 9.85 0.88
C -2.69 8.35 0.90
C -4.40 6.56 1.25
H -3.70 9.31 5.41
H -3.15 7.77 6.11
H -4.74 7.89 5.63
H -3.45 6.75 3.85
H -2.29 8.00 3.78
H -4.43 9.47 2.96
H -5.41 8.07 3.15
H -6.18 8.70 0.98
H -5.22 8.41 -0.37
H -5.07 10.90 1.35
H -5.48 10.73 -0.36
H -3.18 11.67 0.11
H -3.25 10.38 -1.04
H -2.43 10.28 1.89
H -1.48 10.08 0.42
H -2.09 7.76 1.59
H -2.62 7.97 -0.12
H -5.38 6.30 1.64
H -3.62 5.92 1.66
H -4.44 6.30 0.19
C 7.89 -8.28 -2.25
C 6.83 -8.28 -1.25
C 7.21 -7.43 -0.07
N 6.13 -7.41 1.02
C 4.70 -6.97 0.65
C 4.79 -5.57 0.01
C 5.18 -4.70 1.18
C 6.53 -5.01 1.78
C 6.68 -6.44 2.12
C 6.08 -8.80 1.62
H 8.74 -8.76 -1.77
H 8.10 -7.25 -2.52
H 7.56 -8.84 -3.13
H 6.45 -9.27 -1.00
H 5.93 -7.84 -1.68
H 7.34 -6.37 -0.26
H 8.13 -7.80 0.37
H 4.14 -7.66 0.02
H 4.12 -6.97 1.57
H 5.58 -5.58 -0.73
H 3.81 -5.20 -0.29
H 5.12 -3.66 0.87
H 4.34 -4.62 1.88
H 7.36 -4.64 1.19
H 6.70 -4.43 2.69
H 7.71 -6.79 2.25
H 6.11 -6.62 3.03
H 5.69 -9.52 0.89
H 5.56 -8.71 2.57
H 7.07 -9.25 1.72
C 7.48 5.17 4.14
C 6.66 5.34 5.40
C 5.29 4.71 5.11
N 4.34 4.58 6.33
C 4.97 3.71 7.44
C 5.21 2.21 6.98
C 3.78 1.68 6.56
C 3.10 2.57 5.50
C 2.99 3.96 5.96
C 4.02 5.97 6.99
H 7.16 5.88 3.37
H 7.30 4.16 3.77
H 8.55 5.27 4.33
H 6.68 6.40 5.65
H 7.02 4.84 6.29
H 5.50 3.70 4.77
H 4.69 5.28 4.40
H 5.94 4.11 7.76
H 4.37 3.74 8.35
H 5.90 2.20 6.15
H 5.63 1.75 7.88
H 3.92 0.68 6.14
H 3.17 1.53 7.45
H 3.81 2.27 4.74
H 2.12 2.17 5.23
H 2.64 4.54 5.11
H 2.35 4.02 6.84
H 3.27 5.73 7.74
H 3.64 6.60 6.18
H 4.91 6.47 7.36
O -8.16 0.20 1.54
C -7.93 -1.01 0.99
O -8.21 -2.08 1.56
O -7.44 -0.97 -0.15
H -7.56 0.48 0.85
*
```

- Which value of F_max does entry 2 give?
  0.1668 Eh/bohr